No. 1
Formula: C44H46ClIrN5O5S
Source: OMol25
Level of theory: the ωB97M-V functional and the def2-TZVPD basis

Geometry as ORCA input:
```
! wB97M-V def2-TZVPD RIJCOSX def2/J DEFGRID3
* xyz 0 2
Ir 0.0258 -0.7713 0.0903
C -1.5183 -1.1759 3.7306
C -0.8519 0.1784 4.0200
C -0.0674 0.7883 2.8394
N -0.7746 0.6262 1.6000
C -1.8826 1.2894 1.3267
C -2.2242 2.5166 1.9433
C -3.3808 3.2653 1.8906
C -4.6291 2.9105 1.4006
C -4.9465 1.7312 0.7340
C -4.1024 0.7807 0.2184
C -2.6839 0.6746 0.2573
N -2.0157 -0.1051 -0.5620
C -2.6717 -0.7339 -1.6870
C -1.6644 -1.0335 -2.7991
C -0.7800 -2.2689 -2.5406
N -0.4911 -2.4855 -1.1472
C -0.9034 -3.5519 -0.4946
C -1.8818 -4.4458 -0.9921
C -2.2496 -5.7099 -0.5874
C -1.6392 -6.5403 0.3386
C -0.5831 -6.1952 1.1771
C -0.0584 -4.9549 1.4296
C -0.3396 -3.6830 0.8639
N -0.0437 -2.5572 1.4579
C 0.4916 -2.4851 2.7901
C -0.6093 -2.4012 3.8536
H -1.9558 -1.1595 2.7297
H -2.3336 -1.3000 4.4487
H -0.1695 0.0809 4.8670
H -1.6369 0.8867 4.2994
H 0.8903 0.2853 2.7330
H 0.1509 1.8391 3.0756
H -1.4202 2.9674 2.5111
H -3.3333 4.2283 2.3855
H -5.4435 3.5953 1.5924
H -6.0024 1.5630 0.5568
H -4.5940 -0.0395 -0.2874
H -3.4351 -0.0644 -2.1027
H -3.1667 -1.6592 -1.3619
H -1.0380 -0.1500 -2.9058
H -2.2038 -1.1780 -3.7372
H 0.1807 -2.1071 -3.0431
H -1.2369 -3.1500 -3.0038
H -2.4628 -4.0618 -1.8199
H -3.0905 -6.1362 -1.1183
H -2.0132 -7.5543 0.4056
H -0.1740 -7.0041 1.7708
H 0.6969 -4.9382 2.2018
H 1.1284 -1.6050 2.8533
H 1.1280 -3.3468 3.0181
H -0.1322 -2.4069 4.8361
H -1.2298 -3.2985 3.7783
Cl -4.3787 4.4976 -5.7917
C -3.3746 3.8109 -4.5738
C -3.5422 4.2042 -3.2469
C -2.7111 3.6970 -2.2846
C -1.6658 2.7828 -2.6033
C -0.8085 2.3279 -1.6256
C -1.5568 2.3841 -3.9672
C -2.3926 2.8866 -4.9284
H -4.3289 4.8994 -2.9964
H -2.8393 3.9820 -1.2525
H -0.8688 2.7087 -0.6238
H -0.0396 1.6035 -1.8256
H -0.7815 1.6860 -4.2407
H -2.3088 2.5758 -5.9590
C 1.2392 5.3527 -2.4957
C 1.7386 3.9450 -2.4014
C 2.1214 3.4203 -1.1705
C 2.5543 2.1133 -1.0669
C 2.5997 1.2974 -2.1883
C 2.2089 1.8024 -3.4171
C 1.7944 3.1226 -3.5190
S 3.0521 -0.4403 -1.8233
C 3.5015 -0.9651 -3.5382
O 4.3401 -0.3585 -1.1331
H 1.7838 5.9977 -1.8107
H 0.1821 5.3845 -2.2238
H 1.3420 5.7383 -3.5051
H 2.0742 4.0446 -0.2896
H 2.8485 1.7013 -0.1143
H 2.2237 1.1928 -4.3075
H 1.4928 3.5166 -4.4791
H 4.1758 -0.2513 -3.9948
H 2.5981 -1.0996 -4.1177
H 4.0044 -1.9173 -3.4102
O 2.5850 -2.4045 0.1671
C 2.7996 -1.3712 0.7915
O 2.0953 -0.3084 0.6696
C 3.8492 -1.2939 1.8613
C 4.8864 -2.2144 1.9642
C 5.7614 -2.1544 3.0397
C 5.5761 -1.2267 4.0497
C 4.5341 -0.3090 3.9400
C 3.7023 -0.3137 2.8300
N 4.2737 0.6209 4.9923
O 3.2445 1.2790 4.9217
O 5.0695 0.6891 5.9147
H 4.9935 -2.9657 1.1957
H 6.5847 -2.8508 3.1051
H 6.2111 -1.1997 4.9209
H 2.9326 0.4354 2.7281
*
```

Results
- E_HOMO (alpha / beta): -0.219 / -0.224 hartree
- <S²>: 0.952
- LUMO energy (alpha / beta): -2.9 / -3.1 eV
- Total energy: -3316.6455 hartree

No. 2
Formula: C44H46N6O4S2Sb2V
Source: OMol25
Level of theory: the ωB97M-V functional and the def2-TZVPD basis

Geometry as ORCA input:
```
! wB97M-V def2-TZVPD RIJCOSX def2/J DEFGRID3
* xyz 0 4
V -0.9849 0.6660 -1.5876
N -1.4278 1.5340 0.3536
N -2.6770 1.1651 0.8908
C -3.6645 0.7059 0.0891
N -4.8624 0.5700 0.6935
S -3.4699 0.3235 -1.5341
H -0.7157 1.3184 1.0478
H -1.4149 2.5519 0.1596
H -2.9372 1.6299 1.7509
H -4.9007 0.5099 1.6992
H -5.5451 0.0179 0.1995
C 7.6569 0.6511 0.0129
C 6.2386 0.9368 -0.3949
C 5.6697 2.1865 -0.1629
C 4.3513 2.4463 -0.4937
C 3.5838 1.4481 -1.0760
C 4.1298 0.1993 -1.3220
C 5.4512 -0.0485 -0.9819
S 1.8908 1.8122 -1.4492
O 1.8464 2.4191 -2.7573
O 1.3930 2.5758 -0.3286
N 1.1247 0.3909 -1.3991
C 0.9155 -0.4001 -2.5236
C 1.6506 -0.4111 -3.7199
C 1.2766 -1.2952 -4.7015
C 0.1802 -2.1413 -4.5095
C -0.5224 -2.0295 -3.3377
N -0.1743 -1.1828 -2.3555
H 7.7136 0.4142 1.0775
H 8.3009 1.5125 -0.1648
H 8.0622 -0.1978 -0.5370
H 6.2663 2.9653 0.2978
H 3.9068 3.4091 -0.2792
H 3.5261 -0.5941 -1.7422
H 5.8730 -1.0298 -1.1657
H 2.4571 0.2907 -3.8666
H 1.8255 -1.3225 -5.6341
H -0.1341 -2.8419 -5.2691
H -1.4107 -2.6213 -3.1507
C -0.4999 -2.1731 1.2907
C 0.8519 -2.5720 1.9094
C 2.0532 -1.9163 1.2222
Sb 2.8790 -0.1186 2.0659
C 3.6157 -1.0584 3.8514
C 3.5541 -2.4251 4.1068
C 4.0432 -2.9528 5.2974
C 4.6008 -2.1180 6.2525
C 4.6693 -0.7515 6.0125
C 4.1829 -0.2319 4.8224
C 1.1712 0.6845 3.0876
C 0.6406 0.1316 4.2539
C -0.4267 0.7336 4.9052
C -0.9865 1.8991 4.3988
C -0.4641 2.4680 3.2457
C 0.6150 1.8684 2.6009
Sb -1.9443 -1.6447 2.8006
C -3.7028 -2.3141 1.7770
C -4.8859 -2.4002 2.5147
C -6.0808 -2.7631 1.9109
C -6.1108 -3.0373 0.5476
C -4.9437 -2.9552 -0.1961
C -3.7464 -2.6016 0.4173
C -1.6250 -3.4534 3.8939
C -0.9803 -3.3907 5.1264
C -0.6924 -4.5484 5.8400
C -1.0565 -5.7836 5.3263
C -1.7057 -5.8587 4.1005
C -1.9866 -4.7007 3.3896
H -0.9155 -3.0147 0.7335
H -0.4013 -1.3573 0.5727
H 0.9450 -3.6589 1.8329
H 0.8789 -2.3733 2.9863
H 1.8404 -1.6894 0.1758
H 2.9159 -2.5894 1.2241
H 3.1115 -3.1022 3.3859
H 3.9814 -4.0191 5.4771
H 4.9801 -2.5275 7.1800
H 5.1029 -0.0908 6.7528
H 4.2421 0.8394 4.6555
H 1.0745 -0.7704 4.6729
H -0.8252 0.2919 5.8107
H -1.8145 2.3716 4.9126
H -0.8731 3.3933 2.8556
H 1.0302 2.3364 1.7134
H -4.8802 -2.1827 3.5789
H -6.9871 -2.8319 2.4996
H -7.0414 -3.3170 0.0704
H -4.9636 -3.1560 -1.2599
H -2.8511 -2.5205 -0.1883
H -0.6903 -2.4298 5.5398
H -0.1865 -4.4834 6.7951
H -0.8383 -6.6880 5.8799
H -1.9935 -6.8217 3.6971
H -2.4961 -4.7730 2.4342
O -1.6740 4.1853 -0.8002
C -1.5256 3.8293 -1.9651
C -1.5559 4.7431 -3.1855
C -1.3104 3.7961 -4.3642
C -1.2379 2.4350 -3.7005
O -1.1016 1.3380 -4.2363
N -1.3352 2.5475 -2.3529
H -0.7960 5.5146 -3.0693
H -2.5250 5.2414 -3.2241
H -0.3602 3.9777 -4.8671
H -2.0942 3.8045 -5.1206
*
```

Results
- E_HOMO (alpha / beta): -0.263 / -0.300 hartree
- ΔE to the lowest compared entry with this formula, charge and spin: 0.000 eV
- <S²>: 3.758
- LUMO energy (alpha / beta): 0.4 / 0.4 eV
- Total energy: -4554.7154 hartree

No. 3
Formula: C44H47AsN4O2S2Tc
Source: OMol25
Level of theory: the ωB97M-V functional and the def2-TZVPD basis

Geometry as ORCA input:
```
! wB97M-V def2-TZVPD RIJCOSX def2/J DEFGRID3
* xyz 2 4
Tc 1.7744 -0.5720 0.2619
C 5.4769 -0.3048 -1.9748
N 5.1691 -0.2158 -0.5336
C 5.3193 1.1104 0.0462
C 4.4341 2.1953 -0.5636
N 3.0051 1.9044 -0.4312
C 2.3465 2.1972 -1.7518
C 2.3771 2.4845 0.7297
C 2.0000 3.8346 0.7052
C 1.6370 4.4867 1.8721
C 1.5566 3.7931 3.1047
C 1.8279 2.4163 3.0969
C 2.2648 1.7419 1.9529
S 2.8128 0.0771 2.1150
C 5.3243 -1.3728 0.2513
C 6.4937 -1.6779 0.9778
C 6.6749 -2.9163 1.6037
C 5.6513 -3.8729 1.5781
C 4.4602 -3.5843 0.8648
C 4.3065 -2.3850 0.1696
S 2.8438 -2.1896 -0.8047
H 5.9129 -1.2775 -2.2040
H 6.1266 0.5289 -2.2985
H 4.5498 -0.2706 -2.5387
H 6.3311 1.5001 -0.1153
H 5.1106 1.0091 1.1423
H 4.6611 2.3183 -1.6285
H 4.7181 3.1371 -0.0851
H 2.6663 3.1644 -2.1894
H 1.2722 2.1059 -1.6911
H 2.6942 1.3982 -2.4289
H 2.0706 4.3536 -0.2414
H 1.3573 5.5328 1.8435
H 1.2609 4.2589 4.0217
H 1.8047 1.8212 4.0129
H 7.2396 -0.9027 1.0806
H 7.6126 -3.1090 2.1164
H 5.7690 -4.8209 2.0789
H 3.6562 -4.2977 0.8104
O 0.2858 0.3392 -0.3894
As -1.2474 1.5865 -0.3502
C -2.4291 0.8179 -1.5892
C -1.9674 -0.1250 -2.5260
C -2.8221 -0.5147 -3.5707
C -4.1392 -0.0001 -3.6256
C -4.6060 0.8750 -2.6418
C -3.7618 1.2750 -1.6021
C -2.0395 1.8151 1.4138
C -2.9949 2.8126 1.6069
C -3.5431 2.9866 2.9032
C -3.1674 2.1677 3.9497
C -2.2201 1.1459 3.7451
C -1.6400 0.9819 2.4808
C -1.0341 3.3571 -1.1492
C -0.9969 4.4928 -0.3190
C -0.8235 5.7699 -0.8487
C -0.6196 5.9068 -2.2329
C -0.7558 4.8015 -3.0727
C -0.9633 3.5163 -2.5499
H -0.9350 -0.5004 -2.4187
H -2.4952 -1.2506 -4.3144
H -4.8082 -0.3434 -4.3991
H -5.6402 1.1843 -2.6702
H -4.1042 1.9756 -0.8606
H -3.2782 3.4931 0.7871
H -4.2854 3.7659 3.0428
H -3.5724 2.3058 4.9472
H -1.9146 0.5015 4.5667
H -0.8389 0.2712 2.2992
H -0.9753 4.3308 0.7603
H -0.7434 6.6364 -0.1914
H -0.3960 6.8718 -2.6843
H -0.7088 4.9120 -4.1519
H -1.0528 2.6300 -3.1758
C -4.2328 -5.6825 -2.1439
C -4.3298 -5.5442 -0.6351
N -3.5213 -4.4685 -0.0242
C -4.2403 -3.2580 0.3473
C -5.0020 -2.6414 -0.8268
C -2.1278 -4.4468 -0.2029
O -1.5964 -5.1906 -1.0681
C -1.3473 -3.6018 0.7290
C -1.4066 -3.8979 2.1075
C -0.4161 -3.3468 2.9185
C 0.4612 -2.4090 2.3826
N 0.4657 -2.0677 1.0473
C -0.3561 -2.7562 0.2169
H -5.1471 -6.1850 -2.5085
H -3.3538 -6.2531 -2.4527
H -4.2207 -4.6840 -2.6337
H -3.9580 -6.4851 -0.1798
H -5.3546 -5.3849 -0.2829
H -3.5203 -2.5210 0.7155
H -4.9373 -3.4615 1.1633
H -4.3261 -2.4403 -1.7109
H -5.4678 -1.6770 -0.5497
H -5.8059 -3.2992 -1.1661
H -2.1570 -4.5904 2.4742
H -0.3628 -3.5749 3.9778
H 1.1584 -1.8814 3.0319
H -0.2332 -2.6429 -0.8514
*
```

Results
- E_HOMO (alpha / beta): -0.462 / -0.462 hartree
- <S²>: 3.786
- LUMO energy (alpha / beta): -6.6 / -6.7 eV
- Total energy: -5186.7307 hartree

No. 4
Formula: C44H47F3IN2O8P2S3SbTl
Source: OMol25
Level of theory: the ωB97M-V functional and the def2-TZVPD basis

Geometry as ORCA input:
```
! wB97M-V def2-TZVPD RIJCOSX def2/J DEFGRID3
* xyz -1 1
Tl -0.1553 1.4451 0.3606
C -2.8738 -1.3235 3.4142
C -4.1179 -0.6654 2.8202
S -3.7562 0.2324 1.2763
C -4.4604 1.8808 1.5908
C -4.0675 2.5836 2.8844
S -2.2841 2.9520 2.9896
C -1.9241 2.3652 4.6689
C -2.1683 0.8875 4.9545
S -1.4582 -0.2242 3.7012
H -3.1283 -1.8366 4.3441
H -2.4752 -2.0625 2.7171
H -4.8648 -1.4304 2.6009
H -4.5678 0.0366 3.5207
H -4.1010 2.4596 0.7367
H -5.5479 1.8044 1.5312
H -4.6094 3.5307 2.9296
H -4.3530 2.0040 3.7613
H -0.8680 2.5913 4.7786
H -2.4888 2.9718 5.3797
H -1.7137 0.6420 5.9155
H -3.2347 0.6709 5.0250
C -3.6370 5.3948 -0.8228
C -2.6015 4.3342 -1.1470
O -1.8397 3.9016 -0.3007
N -2.5779 3.9586 -2.4518
C -1.5675 3.0662 -2.9886
C -2.0791 1.6712 -3.2561
C -2.1917 1.1712 -4.5475
C -2.5929 -0.1449 -4.7239
C -2.8789 -0.9130 -3.6074
C -2.7734 -0.3159 -2.3579
N -2.3873 0.9429 -2.1842
H -3.7328 5.4755 0.2568
H -4.6071 5.1640 -1.2653
H -3.2910 6.3533 -1.2140
H -3.2575 4.3515 -3.0783
H -0.7825 2.9958 -2.2373
H -1.1376 3.4898 -3.8974
H -1.9342 1.7917 -5.3974
H -2.6715 -0.5653 -5.7190
H -3.1736 -1.9506 -3.6959
H -2.9999 -0.8710 -1.4529
I 1.5896 4.3213 0.4031
C 2.7055 4.0791 -1.3836
C 3.5883 5.0610 -1.7287
C 4.2716 4.9678 -2.9591
C 4.0043 3.9356 -3.8109
C 3.0742 2.9247 -3.4646
C 2.7357 1.8975 -4.3786
C 1.8643 0.9152 -4.0067
C 1.3472 0.8880 -2.6918
C 1.5880 1.8627 -1.7450
C 2.4369 2.9354 -2.1854
H 3.7572 5.9117 -1.0818
H 4.9938 5.7304 -3.2262
H 4.4990 3.8742 -4.7751
H 3.1834 1.9065 -5.3667
H 1.5873 0.1395 -4.7139
H 0.7198 0.0370 -2.4216
C 4.6857 1.8202 2.2954
C 3.6251 0.8550 2.8141
O 4.1630 0.0726 3.9053
P 2.1974 1.7406 3.5641
O 2.8320 3.1024 4.1636
O 1.9168 0.8832 4.8679
O 0.9578 2.0453 2.8190
P 3.1607 -0.3929 1.4758
O 3.6166 0.3200 0.1218
O 4.0858 -1.5181 1.8203
O 1.6709 -0.6162 1.4291
H 5.1013 2.3947 3.1233
H 4.2694 2.5021 1.5523
H 5.4772 1.2425 1.8182
H 4.3800 -0.7917 3.4713
H 2.6783 3.8348 3.5490
H 2.6914 0.2893 4.9916
H 2.8595 0.7057 -0.3522
F 2.1663 -6.3675 4.3387
C 1.7054 -5.4960 3.4083
C 1.2929 -4.2453 3.8134
C 0.8195 -3.3608 2.8514
C 0.7515 -3.7327 1.5119
C 1.1867 -5.0015 1.1426
C 1.6711 -5.8954 2.0879
Sb 0.0113 -2.3304 0.0504
C -1.4151 -3.8137 -0.7730
C -2.7361 -3.6842 -0.3380
C -3.7526 -4.5165 -0.7923
C -3.4304 -5.4862 -1.7177
F -4.4108 -6.2999 -2.1818
C -2.1457 -5.6521 -2.1895
C -1.1461 -4.8138 -1.7063
C 1.5098 -2.7947 -1.4296
C 1.2280 -2.7214 -2.7930
C 2.2269 -2.8911 -3.7414
C 3.5192 -3.1006 -3.3058
F 4.4996 -3.2311 -4.2307
C 3.8405 -3.1829 -1.9688
C 2.8226 -3.0415 -1.0340
H 1.3556 -3.9703 4.8586
H 0.5322 -2.3596 3.1479
H 1.1549 -5.3032 0.1015
H 2.0246 -6.8809 1.8132
H -2.9839 -2.9039 0.3749
H -4.7741 -4.4174 -0.4469
H -1.9400 -6.4218 -2.9230
H -0.1338 -4.9531 -2.0682
H 0.2136 -2.5284 -3.1269
H 2.0190 -2.8447 -4.8031
H 4.8647 -3.3360 -1.6539
H 3.0709 -3.1153 0.0169
*
```

Results
- E_HOMO: -0.163 hartree
- ΔE to the lowest compared entry with this formula, charge and spin: 0.000 eV
- LUMO energy: 1.9 eV
- Total energy: -5303.9224 hartree

- Look up the total energy of the third one.
  -5186.7307 hartree

- Look up the total energy of the third one.
  -5186.7307 hartree

- The highest total energy belongs to which entry?
  C44H46ClIrN5O5S

- Look up the total energy of the fourth one.
  -5303.9224 hartree